Below is a cluster of 7 separate species, C32H67BrN3O10P in total at a distorted geometry, with properties calculated with ωB97M-V/def2-TZVPD.

Structure (ORCA input):
```
! wB97M-V def2-TZVPD RIJCOSX def2/J DEFGRID3
* xyz 0 1
C -3.0781 2.8077 -0.0558
C -3.4158 1.3126 0.1063
N -2.5515 0.4233 -0.7349
C -2.8117 -0.9585 -0.2220
C -1.9466 -1.3038 0.9969
P -0.0784 -1.1886 0.7083
Br 0.0977 -0.3383 2.9303
C 0.9092 -2.6679 1.4003
N 2.2988 -2.3120 1.7420
C 0.7252 0.3829 -0.0100
O 0.7383 1.5108 0.8752
C 2.0035 2.1117 0.8559
O 2.3554 2.5952 -0.4201
C 3.7760 2.5671 -0.5545
C 4.3244 3.7627 -1.3311
O 4.7187 4.8260 -0.4713
N -0.2751 -1.9207 -0.9130
C 0.6201 -1.7603 -1.8074
C 0.1859 -1.1225 -3.1465
C 2.0894 -2.1964 -1.7414
C -3.1641 0.5095 -2.0393
C -2.6016 1.4921 -3.0780
O -4.1297 -0.1340 -2.3504
H -3.6488 3.2643 -0.8679
H -3.2903 3.3506 0.8696
H -2.0046 2.8790 -0.2507
H -4.4607 1.1769 -0.2062
H -3.3870 1.0302 1.1553
H -2.7814 -1.7029 -1.0118
H -3.8572 -0.9556 0.1311
H -2.1860 -0.6296 1.8154
H -2.2115 -2.3215 1.3025
H 0.9176 -3.3846 0.5759
H 0.3892 -3.0613 2.2723
H 2.5452 -1.4342 1.3073
H 2.3498 -2.1708 2.7407
H 1.7855 0.2108 -0.2343
H 0.1756 0.7529 -0.8750
H 2.7070 1.3551 1.2452
H 1.9797 2.9431 1.5695
H 4.3007 2.5538 0.4098
H 4.0494 1.6395 -1.0860
H 3.6185 4.1860 -2.0463
H 5.2225 3.4491 -1.8815
H 5.5300 4.5776 -0.0257
H -0.3589 -1.9063 -3.6900
H -0.5467 -0.3493 -2.9180
H 1.0285 -0.7498 -3.7301
H 2.7169 -1.4936 -1.1834
H 2.1784 -3.1785 -1.2743
H 2.4627 -2.2661 -2.7727
H -3.2194 2.3892 -3.1026
H -1.5659 1.7110 -2.8040
H -2.6025 0.9777 -4.0383
C 6.4884 0.0091 2.0708
C 6.9188 1.4489 1.9619
C 8.1841 1.8468 2.6757
O 6.2725 2.2530 1.3264
H 5.5659 -0.1381 1.5121
H 7.2593 -0.6427 1.6571
H 6.3128 -0.2497 3.1159
H 9.0270 1.2730 2.2876
H 8.0799 1.6660 3.7464
H 8.3739 2.9059 2.5140
C 5.7462 -4.7550 -4.6597
C 4.2931 -4.3565 -4.6285
C 3.3960 -4.9393 -5.6905
O 3.8644 -3.6005 -3.7860
H 6.2731 -4.2653 -3.8435
H 5.8393 -5.8357 -4.5428
H 6.1963 -4.4492 -5.6053
H 3.3895 -6.0278 -5.6170
H 3.7467 -4.6414 -6.6797
H 2.3819 -4.5705 -5.5502
C 0.3545 7.2421 1.1953
C 0.2442 5.7832 1.5630
C -0.0297 4.8111 0.4455
O 0.3718 5.4115 2.7080
H 0.5527 7.8274 2.0911
H 1.1740 7.3868 0.4896
H -0.5797 7.5855 0.7476
H 0.7761 4.8536 -0.2898
H -0.9813 5.0521 -0.0301
H -0.0848 3.8032 0.8495
C 1.2021 -7.7452 1.3283
C 0.1376 -6.6836 1.4490
C -1.0298 -6.7673 0.4978
O 0.2171 -5.8025 2.2720
H 1.9784 -7.5638 2.0687
H 0.7681 -8.7308 1.5046
H 1.6485 -7.7144 0.3330
H -1.5594 -7.7109 0.6385
H -0.6777 -6.6949 -0.5326
H -1.7154 -5.9454 0.6939
C -3.7428 1.7766 4.2679
C -5.1602 1.5542 3.8137
C -6.2486 1.7091 4.8451
O -5.4169 1.2614 2.6661
H -3.0655 1.6379 3.4269
H -3.6246 2.7920 4.6497
H -3.4842 1.0587 5.0477
H -6.2400 2.7236 5.2463
H -6.0986 0.9938 5.6551
H -7.2157 1.5208 4.3827
C -7.5118 1.4293 0.3401
C -7.9611 1.6042 -1.0873
C -8.1829 0.3505 -1.8950
O -8.1340 2.7025 -1.5672
H -7.3861 2.4060 0.8018
H -8.2580 0.8663 0.9033
H -6.5581 0.9042 0.3687
H -8.9581 -0.2608 -1.4296
H -7.2538 -0.2196 -1.9588
H -8.5015 0.6193 -2.9003
*
```

Computed properties:
- SMILES = CCN(CCP(Br)(CN)(COCOCCO)N=C(C)C)C(C)=O.CC(C)=O.CC(C)=O.CC(C)=O.CC(C)=O.CC(C)=O.CC(C)=O
- HOMO-LUMO gap (Ha) = 0.2982
- E_LUMO (eV) = 0.4